1.
This record from OMol25 describes a molecular structure, C36H44FeN5P2. The level of theory is ωB97M-V with the def2-TZVPD basis set.

```
88
Properties=species:S:1:pos:R:3:forces:R:3:lowdin_spin:R:1
H 4.22218 2.79226 0.65691 0.0012 -0.0058 -0.0028 0.000
H 0.24014 0.74194 2.04006 -0.0322 -0.0052 0.0914 0.001
P 2.02235 -1.38761 -0.72078 0.0339 -0.5601 0.0804 0.032
C -0.44061 4.60580 1.35975 0.0268 0.0543 0.0417 0.002
H -0.17704 5.04177 0.40373 -0.0084 -0.0268 0.0205 0.000
C 0.43241 1.92645 -2.29112 -0.0029 -0.1055 0.1588 0.006
H 1.03447 3.04167 -4.08204 -0.0018 -0.0356 0.0177 0.001
H 2.28575 1.35063 0.13733 0.0024 0.0022 -0.0237 0.000
H -3.36243 0.17436 0.29279 -0.0300 0.1471 0.0510 0.000
H 2.19909 0.68113 -4.77103 -0.0284 0.0056 0.0241 0.001
H -2.44849 -1.91922 2.96701 -0.0019 -0.0214 -0.0093 0.000
C -3.01950 2.83303 -1.99012 -0.0525 -0.1432 -0.0469 0.002
N 0.62068 0.62820 -1.87134 0.0687 0.1034 0.1071 0.042
H 2.82228 -3.82916 -2.28484 0.0046 -0.0023 -0.0021 0.000
C 1.61753 0.88464 -3.88407 0.0542 0.1816 -0.0538 0.007
C 5.66715 1.25991 0.24527 -0.0034 -0.0238 -0.0057 0.001
H -2.47511 0.45268 -1.84367 -0.0426 0.0375 -0.0011 0.001
H -4.48396 3.22100 -3.50682 0.0075 0.0046 0.0104 0.000
C -0.50658 -1.00440 2.84601 0.0000 0.0224 -0.0446 0.004
H -0.60220 5.46315 4.63550 -0.0022 -0.0002 -0.0126 0.000
C -4.29572 3.14974 -2.44320 0.0528 -0.0084 0.0398 0.000
C 1.00150 2.11476 -3.52762 0.0782 -0.0312 -0.1706 0.008
H 2.43590 -2.65572 1.82423 -0.0076 -0.0097 -0.0061 0.000
C -1.24726 2.77720 2.68448 -0.0288 -0.0123 0.0190 0.001
C -3.42695 -0.66258 -0.39734 0.0093 0.0048 -0.0509 0.003
H 6.51761 1.89389 0.46008 -0.0084 -0.0089 0.0020 0.000
C 4.77885 -0.87357 -0.42468 0.0392 0.0219 0.0409 0.002
H -3.60255 2.94164 1.34704 -0.0053 -0.0004 -0.0442 0.000
C 1.96324 -1.33911 -2.55471 -0.0557 0.1353 0.0042 0.000
N -1.80482 -1.92832 0.94086 0.0166 -0.0533 0.0307 0.025
Fe -0.35165 -0.47866 -0.34436 -0.1352 -0.0547 -0.2258 3.695
H 4.94378 -1.90404 -0.71802 -0.0152 0.0157 -0.0076 0.000
C -0.01280 2.96951 -1.30470 0.0984 -0.0759 -0.0618 0.000
H 3.38376 -6.11276 -1.57249 -0.0033 0.0104 0.0050 0.000
H -2.52653 -1.12775 -2.18034 0.1131 -0.0330 -0.0169 0.002
C -5.31729 3.38778 -1.53659 0.0039 0.0300 0.0468 0.002
H -0.40162 -4.82904 -0.13605 0.0024 -0.0196 0.0145 0.000
C -5.05954 3.31126 -0.17279 0.0024 -0.0262 -0.0633 0.000
H -2.42433 -0.35535 2.15332 0.0221 -0.0207 -0.0014 0.000
C -3.14853 -1.95865 0.33456 0.0579 -0.0032 0.0217 0.001
C 3.48212 -0.37329 -0.31892 -0.0642 -0.0010 -0.0421 0.006
H 1.36181 -2.15640 -2.95877 -0.0356 -0.0562 0.0806 0.000
H -1.22114 -3.06344 -2.11967 -0.0168 -0.0140 -0.0008 0.000
N -2.38966 -0.46734 -1.42238 0.0608 -0.0041 0.1377 0.037
H 0.27681 -3.48982 -1.71105 0.0971 0.0554 -0.0051 0.000
P -1.08711 2.22432 -0.03591 -0.5275 0.0788 0.1338 0.024
C -1.15119 3.55175 3.83342 0.0139 0.0135 -0.0473 0.000
C -2.75615 2.73236 -0.62367 0.0441 0.0729 0.0669 0.003
H -3.92108 -2.14479 1.08873 -0.0004 -0.0107 0.0347 0.001
C 2.62731 -3.41565 1.07130 0.0084 -0.0164 -0.0354 0.003
C -0.89263 3.28917 1.43564 0.0017 -0.0195 0.0231 0.006
H -2.03790 -4.43381 -0.58244 -0.0168 -0.0185 0.0171 0.000
C 3.16521 -5.35887 -0.82701 -0.0104 0.0542 -0.0070 0.000
C 2.96557 -4.69787 1.47379 -0.0145 0.0170 -0.0425 0.000
C -1.87744 -1.29547 2.26562 -0.1311 -0.0181 0.0113 0.001
H -4.44192 -0.66418 -0.80209 0.0146 -0.0303 -0.0517 0.001
N -0.57935 -3.10201 -1.33783 0.0274 0.0700 -0.0245 0.023
H -2.23056 2.65280 -2.71355 0.0212 0.0265 -0.0117 0.000
H 3.02767 -4.93748 2.52788 0.0015 0.0104 -0.0155 0.000
C -0.33605 5.38012 2.50676 0.0136 -0.0217 -0.0275 0.000
H 1.27424 -0.49972 1.92444 -0.0162 0.0051 0.0655 0.001
H 3.48883 -6.68013 0.83041 -0.0091 0.0160 -0.0042 0.000
H 0.85618 3.37069 -0.77153 0.0524 -0.0217 -0.0319 0.000
H -0.51386 3.81376 -1.77723 0.0213 0.0386 -0.0574 0.000
C -1.08709 -3.99303 -0.28315 0.0177 -0.0355 -0.1488 0.001
H -5.84811 3.51431 0.54079 0.0152 0.0007 -0.0113 0.000
C 2.83991 -4.06512 -1.22763 -0.0208 -0.0649 0.0246 0.003
H 0.01678 6.40060 2.43154 -0.0060 -0.0107 0.0091 0.000
C 2.55600 -3.08002 -0.28436 0.0699 0.0122 -0.0229 0.007
C 1.38576 0.02017 -2.84385 -0.0827 -0.0536 0.1382 0.005
H -0.62190 -0.45853 3.78520 -0.0150 0.0148 -0.0115 0.001
C 4.37962 1.76413 0.35709 -0.0037 -0.0180 -0.0028 0.000
C 5.86578 -0.05907 -0.14361 -0.0250 0.0029 0.0100 0.000
H 6.86976 -0.45468 -0.22708 -0.0090 0.0085 -0.0035 0.000
C 3.29182 0.94987 0.07586 0.0028 0.0113 0.0250 0.001
C -3.79054 2.98204 0.27919 0.0029 -0.0430 0.0406 0.002
H 2.97271 -1.44529 -2.95481 -0.0023 0.0765 -0.1092 0.000
H 0.01147 -1.92921 3.09157 0.0215 -0.0238 0.0022 0.000
H -1.79793 -3.90604 1.73230 -0.0024 0.0348 0.0553 0.001
H -0.21588 -3.16947 1.47232 0.0187 0.0386 -0.0241 0.000
H -6.30670 3.64809 -1.88886 0.0036 -0.0113 0.0048 0.000
N 0.29126 -0.25748 1.86527 0.2771 0.2614 -0.1582 0.031
C -0.68643 4.85518 3.74437 -0.0015 -0.0082 -0.0220 0.000
H -1.43958 3.13984 4.79192 0.0026 -0.0006 -0.0084 0.000
C -1.21379 -3.27348 1.04847 -0.0758 0.0560 0.0869 0.001
H -3.20333 -2.78629 -0.37248 0.0087 0.0427 -0.0109 0.000
C 3.22673 -5.67686 0.52030 0.0041 0.0166 0.0166 0.002
H -1.63912 1.76718 2.76345 0.0341 -0.0230 -0.0219 0.000
```
Positions in Å, forces in eV/Å.

Calculated values
- HOMO-LUMO gap (alpha / beta): 7.55 / 7.52 eV
- Energy: -98458.4299 eV
- ⟨S²⟩: 6.01
- Net charge: +1
- Multiplicity: 5
- Lowest unoccupied orbital energy (alpha / beta): -1.86 / -1.89 eV

---

2.
This record from OMol25 describes a molecular structure, C6H15NSi in a non-equilibrium geometry. The level of theory is ωB97M-V with the def2-TZVPD basis set.

```
23
Properties=species:S:1:pos:R:3:forces:R:3:lowdin_charge:R:1
H -0.06386 -0.23961 -3.01211 0.0379 -0.6032 0.1261 0.025
H 1.84160 2.20431 -1.28235 0.1419 -1.1375 1.1939 0.037
C -1.91667 1.12780 1.13181 -1.4856 -2.7324 1.4533 -0.093
H 2.20793 -2.66943 -1.33190 -0.7797 1.8977 0.6339 0.051
H 3.01207 1.23019 -0.13300 -1.2926 0.1597 -1.2290 0.035
H -1.60517 1.62612 2.09825 0.1554 0.4031 -1.6552 0.102
C 1.91979 1.43140 -0.44825 1.1825 0.6506 2.5362 -0.214
H -0.23064 1.14279 -2.06960 -0.1006 1.0779 -0.0916 -0.011
H -1.31988 -0.12844 -1.67829 0.6654 -0.2939 -0.4772 0.027
H 1.65868 1.90053 0.59928 -0.2396 -0.4042 -2.0828 0.044
N 0.32891 -0.72582 0.92730 -6.2274 0.5760 2.8343 -0.005
H -1.68399 -2.33385 1.67253 -1.3013 1.0982 1.1279 0.116
C -0.27136 0.07868 -1.99491 -0.6901 -0.1395 0.8559 -0.193
C -2.09814 -1.37553 2.16893 3.9230 -1.7205 -1.0573 -0.119
H 3.11409 -1.18834 -1.28772 0.7845 0.3096 0.0526 -0.015
C -1.52288 -0.32587 1.35908 4.8959 0.7033 -2.2512 -0.193
H -1.59197 -1.29539 3.11782 0.3064 -0.2974 0.7844 0.080
Si 0.95241 -0.22648 -0.57255 1.4309 -0.2252 -2.0467 0.336
H -3.06625 1.13005 1.15187 1.5066 0.2607 -0.3105 0.098
C 2.27894 -1.64179 -0.78675 -0.5265 -1.5927 -0.3553 -0.209
H -3.10109 -1.31730 2.37253 -2.6032 -0.0002 -0.0685 0.045
H 2.53928 -1.97952 0.23887 0.1391 0.6179 -0.4547 0.011
H -1.52140 1.27935 0.12730 0.0771 1.3920 0.4815 0.042
```
Positions in Å, forces in eV/Å.

Calculated values
- HOMO-LUMO gap (alpha / beta): 7.02 / 9.69 eV
- Energy: -15827.6408 eV
- Multiplicity: 1
- Lowest unoccupied orbital energy (alpha / beta): -0.71 / 0.45 eV

---

3.
This record from OMol25 describes 2 unconnected molecules or ions with the total composition C4H12NO2P in a non-equilibrium geometry. The level of theory is ωB97M-V with the def2-TZVPD basis set.

```
20
Properties=species:S:1:pos:R:3:forces:R:3:lowdin_charge:R:1
H -0.00790 0.03556 -0.88810 0.6558 -1.7612 0.8673 0.051
H 1.19478 2.25400 2.24069 3.0896 1.6941 -1.9649 -0.020
H -0.46562 -0.26268 4.58254 0.9082 0.6043 -0.5217 0.061
H 1.72250 -1.69212 -3.18502 -1.4382 -0.2442 0.4355 0.092
N 0.11634 -0.28397 -3.05278 0.0502 -2.0946 2.3704 -0.098
H 0.04048 0.26283 -3.84953 -0.0509 0.7598 -1.5589 0.100
H 0.15607 -2.19435 -3.93415 0.1356 0.2769 -0.2495 0.064
O -1.35833 0.20000 2.26144 -0.0368 -0.3681 0.1856 -0.317
P 0.28806 0.13416 2.23174 -0.4084 0.6282 0.4325 0.768
H -1.81262 0.80881 1.67956 0.2389 0.1500 -0.4139 0.046
H 1.17929 -0.89629 4.37299 1.5825 0.1369 0.4879 0.008
O 0.54584 1.74829 2.60058 -3.2937 -2.8586 2.3362 -0.268
H -0.76669 2.09904 -0.92931 0.0463 -0.0967 -0.9312 0.040
C -0.59106 1.61098 -1.90837 -0.4228 0.2074 2.2584 -0.036
C 0.58171 -1.63756 -3.09501 0.5082 -1.3022 0.4686 -0.126
C 0.27276 -0.72385 3.87759 -1.9407 1.2270 0.4926 -0.265
H 0.15855 -2.24268 -2.20969 1.0787 1.1547 -1.0100 0.107
H -0.22497 -1.66535 3.88042 -0.1589 -1.2075 -1.0860 0.020
C -0.15809 0.35077 -1.87436 -0.3745 2.3752 -1.7145 -0.253
H -0.87111 2.09442 -2.80125 -0.1691 0.7186 -0.8845 0.026
```
Positions in Å, forces in eV/Å.

Calculated values
- HOMO-LUMO gap: 8.64 eV
- Energy: -19215.5974 eV
- SMILES: CP(O)O.C=CNC
- Multiplicity: 1
- Lowest unoccupied orbital energy: 0.93 eV

---

4.
This record from OMol25 describes C3H5N5 in the gas phase in a non-equilibrium geometry. The level of theory is ωB97M-V with the def2-TZVPD basis set.

```
13
Properties=species:S:1:pos:R:3:forces:R:3:lowdin_charge:R:1
N -2.92088 -0.54433 0.40108 -4.4634 -0.5089 0.6564 0.022
C -1.77380 0.11592 -0.05000 0.2965 2.0595 1.4381 -0.601
H -1.08207 -1.59286 -0.49650 0.4825 -1.7331 -0.6509 0.110
N -1.66443 1.37933 -0.23737 -1.8666 1.6462 2.0597 0.076
N 3.93692 -0.05932 0.33655 -4.1020 0.8605 -2.0718 0.136
H -3.07277 -1.29420 1.23974 1.1058 2.6931 -2.9698 0.159
H -3.92297 -0.00939 0.07718 4.1177 -2.0870 1.5143 0.182
C 1.41244 0.35293 0.05746 -6.0611 -0.3284 -0.5568 -0.153
N -0.68364 -0.71539 -0.31604 -1.6424 0.4265 0.4433 -0.010
C 2.81808 0.13912 -0.03200 3.9938 -0.5376 2.8274 -0.208
N 0.62628 -0.62410 -0.40759 3.1769 1.0596 0.5384 0.025
H -2.44263 1.97925 0.35094 2.1821 -2.2443 -2.2113 0.116
H 0.72040 1.21604 0.53956 2.7802 -1.3061 -1.0170 0.146
```
Positions in Å, forces in eV/Å.

Calculated values
- HOMO-LUMO gap: 9.11 eV
- Energy: -10638.5221 eV
- SMILES: [H]/N=C(\N)N/N=C/C#N
- Multiplicity: 1
- Lowest unoccupied orbital energy: -0.02 eV

---

5.
This record from OMol25 describes C9H9O3P in the gas phase in a non-equilibrium geometry. The level of theory is ωB97M-V with the def2-TZVPD basis set.

```
22
Properties=species:S:1:pos:R:3:forces:R:3:lowdin_charge:R:1
C 3.70934 -0.20931 -0.51485 -0.8666 0.1371 -2.2079 -0.192
H 1.23860 0.86536 2.97946 -0.0246 -0.0998 -0.2763 0.129
C -1.37303 1.85890 1.55378 1.8876 1.4284 2.0775 -0.082
H -1.34304 2.68814 2.26435 0.2589 -0.0813 -0.1101 0.118
C -2.58408 1.52988 1.08329 -2.0422 -1.1949 -1.3454 -0.113
C -0.18608 1.16484 1.33997 0.5270 -1.1815 -0.3551 -0.125
H -1.55562 -1.12990 -0.84265 0.2315 -0.3505 -0.3807 0.096
O 2.89082 -0.97012 1.95614 -0.5381 1.0029 -2.3139 -0.293
H -3.56916 0.09322 -0.19840 0.1131 0.2559 -0.1317 0.096
C 3.41714 -0.35789 -1.85108 -0.2930 1.4432 1.6864 0.015
H 4.66251 -0.09904 0.01769 -0.0546 -0.1861 -0.8028 0.088
H 2.33449 -0.31851 -2.11245 0.9328 -0.3980 0.1294 0.067
H -3.53081 2.00474 1.42754 1.0222 -0.2429 -0.4215 0.123
P 2.45910 -0.17481 0.74770 -1.2501 -1.4195 3.9154 0.647
H 0.97814 2.55514 2.49623 0.7263 -1.2874 -0.8105 0.150
C 1.13002 1.49405 2.08225 -3.5492 1.5596 1.9965 -0.235
O 0.92818 -0.74077 0.23023 1.3246 1.8107 0.2784 -0.128
C -1.43971 -0.27610 -0.21409 -0.3179 2.1403 2.6037 0.027
C -0.21834 0.04558 0.47742 -0.9922 0.3018 -1.0370 -0.211
H 4.10564 -0.24749 -2.71628 -0.2104 -0.5146 1.0480 0.073
C -2.62064 0.47603 0.17054 1.2457 -1.6908 -0.5972 -0.069
O 2.20845 1.38997 1.26509 1.8691 -1.4324 -2.9448 -0.180
```
Positions in Å, forces in eV/Å.

Calculated values
- HOMO-LUMO gap: 9.35 eV
- Energy: -24910.4146 eV
- SMILES: C=C[P@@]1(=O)OCc2ccccc2O1
- Multiplicity: 1
- Lowest unoccupied orbital energy: 0.17 eV